C3H6N3O2S | ωB97M-V with the def2-TZVPD basis set

```
15
Properties=species:S:1:pos:R:3
C -0.378 -0.792 -1.300
C 0.119 0.612 0.968
C 1.417 -0.744 -0.396
N -0.383 -1.118 -2.444
N 1.324 0.445 0.429
N -0.411 1.560 1.757
O -1.393 -1.647 0.784
O -2.330 0.526 -0.060
S -1.232 -0.369 0.194
H 1.438 -1.671 -0.022
H 2.195 -0.626 -1.099
H -1.041 -1.417 -3.144
H 1.982 1.235 0.353
H 0.027 2.460 1.865
H -1.333 1.546 2.115
```

DFT total energy	-22597.543	eV
net charge	+1
frontier orbital gap (alpha / beta)	7.9 / 7.9	eV
energy relative to the best compared isomer or geometry (same formula, charge and spin)	79.3	kcal per mole
HOMO (alpha / beta)	-13.28 / -13.28	eV